65
Properties=species:S:1:pos:R:3:nbo_charge:R:1 method="wB97M-V/def2-TZVPD" mol_weight_g_mol=1366.22 energy_ev=-881405.9263 lumo_energy_ev=-0.03 homo_ev=-9.95
C 14.42491 16.30995 13.44328 -0.53
Br 15.32225 15.13776 12.22958 0.09
Br 14.58735 18.04230 12.73806 0.11
Br 15.13656 16.13503 15.22932 0.08
H 13.36921 16.05208 13.55622 0.24
C 15.69043 10.28993 13.88124 -0.49
Br 15.79999 10.33434 11.91271 0.10
Br 15.18301 8.63726 14.63519 0.10
Br 14.68705 11.78752 14.58374 0.09
H 16.68183 10.46083 14.18629 0.21
C 12.76856 16.39267 9.18414 -0.48
Br 12.03041 15.70086 7.55087 0.10
Br 11.72625 17.88156 9.76406 0.09
Br 14.60777 16.94424 8.94077 0.08
H 12.78232 15.73498 10.00176 0.22
C 10.65731 14.84755 14.93897 -0.53
Br 11.51803 13.62854 16.08729 0.13
Br 11.13271 14.69109 13.06604 0.07
Br 11.16354 16.61674 15.41734 0.09
H 9.56689 14.70812 15.14864 0.27
O 8.91050 10.71488 16.32126 -0.55
C 9.65444 9.81748 16.10981 0.79
O 10.96491 9.89490 16.55309 -0.49
C 11.67608 8.79396 16.11979 -0.07
C 10.68606 7.64092 15.93707 -0.42
C 9.36224 8.47648 15.49344 -0.53
H 12.36111 8.44151 16.84502 0.19
H 12.18083 9.05698 15.13059 0.17
H 10.53573 7.29642 16.93291 0.20
H 10.97102 6.78773 15.29943 0.23
H 8.43703 8.07464 15.94980 0.24
H 9.16559 8.56446 14.47645 0.24
O 11.93822 13.28300 10.06304 -0.63
C 11.68884 12.29821 10.66910 0.84
O 10.56725 11.51669 10.42684 -0.51
C 10.64068 10.38434 11.34113 -0.08
C 11.68268 10.67806 12.37799 -0.45
C 12.55899 11.69447 11.72945 -0.57
H 11.05691 9.64780 10.68872 0.18
H 9.58483 10.19531 11.68071 0.22
H 12.27387 9.80317 12.75458 0.22
H 11.20340 11.18415 13.25127 0.23
H 13.49995 11.31043 11.29532 0.28
H 12.79654 12.50598 12.37380 0.25
C 14.42465 12.94333 7.91308 -0.48
N 15.18022 12.01830 8.82815 0.54
O 14.53152 11.15151 9.43116 -0.42
O 16.38286 12.19750 8.93817 -0.36
H 14.26233 12.35459 7.05693 0.23
H 15.03004 13.80760 7.73154 0.24
H 13.51203 13.14090 8.46942 0.26
C 6.25919 11.19952 13.71325 -0.47
N 7.49901 11.93189 14.00212 0.54
O 7.51764 12.68416 14.98476 -0.37
O 8.46244 11.71837 13.30120 -0.41
H 6.36397 10.37257 14.45155 0.23
H 6.29617 10.81143 12.75196 0.23
H 5.38110 11.80126 13.93806 0.24
C 8.83970 13.96371 10.00081 -0.48
N 7.66312 13.55942 10.90179 0.54
O 7.37066 14.29419 11.82216 -0.37
O 7.11151 12.49933 10.60202 -0.40
H 8.44151 14.74424 9.33430 0.23
H 9.12418 13.12072 9.36830 0.25
H 9.63104 14.37108 10.57699 0.23


12
Properties=species:S:1:pos:R:3:nbo_charge:R:1 method="wB97M-V/def2-TZVPD" mol_weight_g_mol=78.11 energy_ev=-6310.3730 de_lowest_ev=8.827 lumo_energy_ev="-0.36 / -0.77" homo_ev="-8.41 / -7.88"
C -0.70921 -2.43024 -1.11992 -0.18
C 0.33014 -1.86631 -0.99413 -0.11
C -0.89600 1.57139 0.16602 -0.29
C 0.20047 0.92418 0.39437 0.04
C -0.19616 1.80398 1.53062 -0.42
C 1.39459 -1.10453 -0.76583 -0.33
H -1.65924 -2.93758 -1.41834 0.24
H -1.81411 1.73013 -0.42225 0.24
H 0.58083 2.52921 1.83339 0.19
H -0.92575 1.58408 2.32838 0.19
H 1.69484 -0.46042 -1.56235 0.22
H 1.99962 -1.34389 0.03003 0.21


65
Properties=species:S:1:pos:R:3:mulliken_charge:R:1 method="wB97M-V/def2-TZVPD" mol_weight_g_mol=552.37 energy_ev=-45867.9235 charge=+3 lumo_energy_ev=-13.60 homo_ev=-14.56
C -8.66775 5.09174 -3.89557 -0.73
C -8.84863 3.49119 -3.84660 0.61
O -9.79911 2.98445 -4.49875 -0.40
O -8.00466 2.65868 -3.06366 -0.25
C -6.71765 2.42927 -3.71826 -0.44
C -5.52063 2.24760 -2.65971 -0.69
C -5.20150 0.70459 -2.31101 -0.50
C -3.67465 0.62936 -1.76732 -0.59
C -3.59722 0.17241 -0.22683 -0.71
C -2.26429 -0.74274 -0.02139 -0.40
C -2.15690 -1.03803 1.57775 -0.96
C -0.65644 -1.16891 2.10490 -0.20
O 0.11497 -2.18866 1.40478 -0.33
P 1.78007 -2.04928 1.76967 1.14
O 2.24321 -0.67791 1.25721 -0.64
O 2.67653 -3.35669 1.19847 -0.40
C 3.29853 -3.07989 -0.10046 -0.60
C 4.89781 -2.85378 0.01220 -0.44
C 5.42402 -1.62951 -0.91040 -0.80
C 5.60442 -0.28001 -0.06593 0.27
C 5.97652 1.03345 -0.93510 -0.61
N 6.23636 0.79090 -2.37156 -0.44
O 2.03842 -2.01915 3.49308 -0.48
C 3.47007 -2.06302 3.74596 -0.01
C 3.81335 -0.91728 4.84142 0.66
C 5.41025 -0.77303 5.02721 -1.12
F 3.20584 0.40510 4.49329 -0.25
H -7.58400 5.31576 -4.18699 0.27
H -8.85474 5.54265 -2.86593 0.28
H -9.36288 5.52869 -4.68184 0.32
H -6.50230 3.34287 -4.38799 0.35
H -6.81858 1.52475 -4.42418 0.28
H -5.69140 2.78680 -1.67137 0.25
H -4.57236 2.68343 -3.14453 0.37
H -5.34831 0.04689 -3.24345 0.35
H -5.90893 0.28871 -1.50919 0.31
H -3.19591 1.67286 -1.82568 0.34
H -3.03772 -0.09578 -2.40067 0.31
H -4.51011 -0.46303 0.04489 0.30
H -3.60888 1.06933 0.48921 0.29
H -1.33983 -0.16576 -0.40222 0.26
H -2.45577 -1.71158 -0.58612 0.30
H -2.76592 -0.21924 2.08619 0.38
H -2.70597 -2.02494 1.75338 0.34
H -0.70724 -1.47702 3.22141 0.19
H -0.14700 -0.13074 2.11458 0.32
H 3.17255 -4.04155 -0.72522 0.37
H 2.79466 -2.25230 -0.69799 0.42
H 5.42825 -3.80287 -0.37170 0.39
H 5.23905 -2.75213 1.11223 0.20
H 6.48278 -1.94740 -1.24708 0.36
H 4.77798 -1.46267 -1.83274 0.31
H 4.60108 -0.07002 0.44932 -0.11
H 6.39255 -0.42778 0.74765 0.22
H 5.11184 1.77905 -0.82125 0.31
H 6.89520 1.50872 -0.45228 0.27
H 5.38002 0.71200 -2.93177 0.30
H 6.89746 0.02417 -2.54154 0.28
H 4.11666 -1.90401 2.81480 -0.21
H 3.72186 -3.09094 4.19542 0.52
H 3.37882 -1.30949 5.87149 0.04
H 5.91378 -0.26882 4.13742 0.33
H 5.86698 -1.82176 5.15467 0.38
H 5.62013 -0.20270 6.00053 0.39
La 2.24526 0.01500 6.22516 1.70


27
Properties=species:S:1:pos:R:3:nbo_charge:R:1 method="wB97M-V/def2-TZVPD" mol_weight_g_mol=162.14 energy_ev=-18712.3357 de_lowest_ev=9.800 lumo_energy_ev=-1.20 homo_ev=-9.14
O 1.41915 -0.84713 -2.16065 -0.92
H 0.72657 -0.59512 -1.54987 0.46
H 2.18782 -0.98664 -1.60756 0.44
O -0.98880 -3.11251 -1.15531 -0.98
H -0.55908 -2.70794 -0.40172 0.44
H -0.26872 -3.39330 -1.72001 0.46
O -1.06150 0.99754 1.59925 -0.90
H -1.55327 0.18351 1.49088 0.50
H -1.17156 1.22325 2.52293 0.53
O -1.52662 0.92009 -1.28264 -0.98
H -1.66871 0.66041 -2.19292 0.47
H -0.84842 0.32345 -0.96593 0.44
O 0.48011 -2.36671 0.32043 -0.86
H 1.26871 -2.90914 0.33111 0.53
H 0.29216 -2.19828 1.24376 0.50
O 0.09609 -0.21128 -0.25336 -0.94
H -0.42306 0.07171 0.49939 0.49
H 0.51706 -1.02075 0.03613 0.49
O 1.61675 1.42694 -0.77746 -0.93
H 0.88323 0.81210 -0.76550 0.44
H 2.38902 0.88217 -0.62558 0.43
O 1.19550 1.62976 1.60722 -0.93
H 1.12940 1.74699 2.55491 0.43
H 0.31279 1.37972 1.33419 0.45
O -1.30611 2.87369 0.33842 -0.93
H -1.95323 3.24374 0.93886 0.43
H -1.18516 1.97363 0.64092 0.44